The following is a quantum chemistry calculation of C24H41N2O3PtS3 as an isolated structure, from OMol25.

## Properties
Highest occupied orbital energy: -16.13 eV
Calculated total energy: -2587.2599 Ha
Frontier orbital gap: 8.2602 eV
Charge: +3
Largest force on an atom: 1.0 eV Å⁻¹
E_LUMO: -7.87 eV

Cartesian coordinates (Å):
Pt 0.57602 0.56181 0.37315
O 0.51702 -1.19218 -0.63655
S 0.00181 -1.31583 -2.10661
C -1.69772 -1.89272 -1.89215
C -2.47093 -0.78056 -1.19930
C -2.71744 0.43897 -2.09211
C -2.97869 1.67734 -1.24304
S -1.44399 2.61682 -0.91045
O -0.25376 1.64930 -1.15829
C -1.38144 3.66955 -2.33187
C -2.10740 4.85359 -2.26446
C -2.14242 5.67204 -3.38265
C -1.45042 5.30702 -4.53120
C -0.71573 4.12857 -4.57116
C -0.67561 3.29102 -3.46559
C 0.79150 -2.78217 -2.69950
C 1.52816 -3.59497 -1.85232
C 2.10555 -4.73973 -2.38197
C 1.93710 -5.05290 -3.72423
C 1.19997 -4.22090 -4.55724
C 0.62680 -3.06585 -4.04966
H -1.65422 -2.81906 -1.31869
H -2.06698 -2.11313 -2.89666
H -1.89565 -0.48243 -0.31794
H -3.41801 -1.16813 -0.82034
H -3.55855 0.26027 -2.76166
H -1.85217 0.62848 -2.73210
H -3.39379 1.42239 -0.26691
H -3.63478 2.41135 -1.71140
H -2.64089 5.13444 -1.36323
H -2.70504 6.59507 -3.35583
H -1.48138 5.94894 -5.40120
H -0.17627 3.85751 -5.46843
H -0.10248 2.37407 -3.47914
H 1.65319 -3.33580 -0.81064
H 2.69059 -5.38885 -1.74474
H 2.39152 -5.94770 -4.12723
H 1.08113 -4.46400 -5.60392
H 0.07145 -2.40008 -4.70052
N 3.08796 5.33806 1.35512
C 1.97767 4.45067 1.86416
C 1.85365 3.18960 1.00684
N 0.86738 2.23619 1.56284
H 3.14859 6.19906 1.90862
H 2.94501 5.61793 0.38018
H 4.00306 4.88066 1.41297
H 1.06790 5.04942 1.84763
H 2.22189 4.21395 2.89911
H 2.81072 2.66874 0.95215
H 1.54625 3.43118 -0.01182
H -0.02388 2.69624 1.74559
H 1.18524 1.85226 2.45402
C -0.69391 -4.81699 2.59266
C 0.67490 -4.38860 2.07662
C 1.16710 -3.07233 2.67361
S 0.01321 -1.73072 2.29317
O 0.94242 -0.48367 2.06179
C -0.79071 -1.38266 3.86969
C 0.05890 -0.73762 4.96720
C 0.79441 -1.70451 5.89573
H -1.00356 -5.75263 2.13100
H -1.47039 -4.07958 2.36549
H -0.67804 -4.97556 3.67255
H 0.67580 -4.31997 0.98599
H 1.41653 -5.14463 2.34029
H 2.10238 -2.73241 2.22643
H 1.29217 -3.13423 3.75199
H -1.20109 -2.35135 4.16921
H -1.63520 -0.74917 3.59191
H -0.62845 -0.12859 5.55602
H 0.76758 -0.04252 4.51070
H 0.17899 -2.57307 6.13518
H 1.03190 -1.21063 6.83617
H 1.73759 -2.05405 5.47699

Table of Löwdin atomic charges, one value per atom, all in e: 1.0938, -0.6899, 1.0879, -0.2754, -0.2430, -0.2173, -0.2717, 1.0437, -0.7025, -0.4144, -0.0849, -0.0405, -0.0306, -0.0370, -0.0623, -0.3980, -0.0669, -0.0398, -0.0321, -0.0378, -0.0747, 0.1171, 0.1195, 0.0703, 0.1379, 0.1393, 0.0876, 0.1017, 0.1091, 0.1182, 0.1246, 0.1257, 0.1232, 0.1105, 0.0913, 0.1205, 0.1244, 0.1245, 0.1198, 0.2137, -0.1098, -0.2051, -0.1018, 0.1890, 0.1842, 0.1852, 0.1452, 0.1464, 0.1373, 0.1182, 0.1041, 0.1060, -0.0947, -0.2739, -0.2952, 1.0255, -0.6805, -0.3177, -0.2654, -0.0842, 0.0896, 0.0626, 0.0895, 0.0898, 0.1283, 0.1087, 0.0834, 0.1012, 0.0947, 0.1182, 0.0890, 0.0889, 0.0874, 0.0703


The following is a quantum chemistry calculation of a 9-piece molecular cluster, C24H41N5O19S4 overall at a distorted geometry, from OMol25.

## Properties
Highest occupied orbital energy (spin up / spin down): -10.89 / -10.87 eV
Calculated total energy: -4234.6773 Ha
Frontier orbital gap (spin up / spin down): 7.3745 / 3.5667 eV
Charge: +1
2S+1: 2
Largest force on an atom: 4.7 eV Å⁻¹
E_LUMO (spin up / spin down): -3.51 / -7.30 eV

Cartesian coordinates (Å):
O -2.70979 -6.36598 -1.26076
C -3.93404 -6.47528 -1.03452
N -4.58167 -7.56901 -1.30334
C -4.70279 -5.27271 -0.53413
H -4.00510 -8.39820 -1.29268
H -5.54325 -7.52577 -1.60926
H -4.36301 -4.27648 -0.81727
H -4.83314 -5.27529 0.54804
H -5.70655 -5.31813 -0.95664
O 5.09396 1.75058 1.90027
C 4.19944 2.07819 1.14098
N 4.29372 3.19162 0.43991
C 2.87466 1.23545 1.00368
H 5.20666 3.61973 0.49780
H 3.54191 3.48123 -0.16919
H 1.99040 1.68714 1.45329
H 3.08069 0.21386 1.32308
H 2.71946 1.33053 -0.07102
O 0.52501 -7.08607 2.32478
C -0.35042 -7.33862 1.57848
N -1.18708 -6.37288 1.23862
C -0.47085 -8.81291 0.89593
H -1.87463 -6.59928 0.53428
H -1.14538 -5.42567 1.58672
H 0.31551 -9.47168 1.26439
H -0.02125 -8.49682 -0.04537
H -1.49925 -9.15742 0.78725
N -1.96661 6.32341 0.66106
C -1.00814 7.20010 1.13935
C 0.33015 6.84267 1.41237
C 0.69857 5.49333 1.07828
C -0.31996 4.54692 0.70529
C -1.60623 5.04560 0.39927
H -1.31835 8.22087 1.30731
H 1.05126 7.58853 1.71253
H 1.65444 5.04844 1.31234
H -0.10791 3.50526 0.51456
H -2.33376 4.46974 -0.15344
N -0.40444 -2.65934 0.56594
C -0.72673 -3.16428 -0.61929
C -0.80668 -2.31137 -1.73433
C -0.52297 -0.94571 -1.59341
C -0.18967 -0.42459 -0.35227
C -0.11749 -1.31573 0.73518
H -0.87236 -4.23167 -0.69600
H -0.99707 -2.64874 -2.74246
H -0.41697 -0.24053 -2.40452
H 0.01193 0.62585 -0.20286
H 0.21270 -0.88475 1.66878
C -2.59320 3.75096 3.75800
C -3.62454 3.02053 2.86934
O -3.05681 1.89715 2.24988
S -1.55894 1.51665 2.94859
O -0.35892 1.98027 2.16799
O -1.62136 0.17343 3.51247
O -1.87335 2.60447 4.10968
H -2.95428 4.05880 4.73930
H -2.11540 4.50088 3.12757
H -4.24372 3.50117 2.11191
H -4.30202 2.53845 3.57412
C 0.64043 0.24218 6.80601
C 1.28876 1.47044 6.13590
O 1.79996 1.01024 4.88815
S 2.06419 -0.67448 4.97816
O 3.54671 -0.86578 4.94863
O 1.24106 -1.43316 4.09466
O 1.50845 -0.84271 6.51962
H -0.30264 0.13070 6.27095
H 0.58138 0.38544 7.88494
H 2.07966 1.87705 6.76617
H 0.62824 2.31210 5.92749
C -0.10505 4.67510 -4.83967
C -0.22485 3.40380 -5.63446
O -0.77746 2.41233 -4.72064
S -1.17492 2.95640 -3.26595
O -0.33442 2.45418 -2.14535
O -2.65980 2.97635 -3.23247
O -0.73526 4.50494 -3.55075
H -0.61752 5.46981 -5.38180
H 0.92052 5.01546 -4.69657
H 0.81323 3.33318 -5.95928
H -0.93270 3.57742 -6.44496
C 4.95210 -1.26254 -5.76199
C 3.90002 -0.49222 -6.57664
O 2.69626 -1.08951 -6.21161
S 2.69980 -1.76562 -4.78149
O 2.37452 -3.17968 -4.93112
O 1.92812 -1.00630 -3.80286
O 4.24953 -1.44472 -4.55803
H 5.93319 -0.78826 -5.78701
H 4.98976 -2.21606 -6.28876
H 4.10380 -0.67717 -7.63133
H 4.07027 0.55418 -6.32336

Table of Löwdin atomic charges, one value per atom, all in e: -0.0263, -0.5954, 0.1851, -0.0020, 0.1304, 0.1263, 0.0774, 0.0900, 0.0757, 0.0407, -0.5995, 0.1516, 0.0099, 0.1225, 0.1015, 0.0486, 0.0845, 0.0621, 0.0590, -0.6169, 0.1512, 0.0223, 0.0460, 0.1011, 0.0745, 0.0670, 0.0614, 0.0471, -0.1298, -0.0531, -0.0405, -0.0791, -0.1623, 0.0946, 0.0941, 0.0848, 0.0588, 0.1017, 0.2926, -0.0286, 0.0194, -0.0049, 0.0016, 0.0154, 0.1262, 0.1319, 0.1085, 0.0998, 0.1079, -0.1326, -0.1913, -0.2038, 0.7669, -0.2896, -0.2376, -0.2290, 0.1485, 0.1161, 0.1406, 0.1269, -0.1714, -0.1871, -0.2088, 0.7416, -0.2524, -0.2482, -0.1853, 0.1221, 0.1423, 0.1287, 0.1258, -0.1710, -0.1291, -0.1984, 0.7189, -0.2802, -0.2544, -0.1990, 0.1341, 0.1296, 0.1330, 0.1385, -0.1628, -0.1886, -0.1758, 0.6666, -0.2311, -0.2588, -0.1815, 0.1475, 0.1314, 0.1412, 0.1325


The following is a quantum chemistry calculation of C24H42AlO16 as an isolated structure, from OMol25.

## Properties
Highest occupied orbital energy: -4.20 eV
Calculated total energy: -2386.1004 Ha
Frontier orbital gap: 5.7589 eV
Charge: -1
Largest force on an atom: 0.6 eV Å⁻¹
E_LUMO: 1.56 eV

Cartesian coordinates (Å):
C 2.52971 0.04223 -1.54607
C 2.83572 -1.42780 -1.83072
C 2.35064 -2.43901 -0.78275
C 0.96064 -2.15091 -0.20715
C 0.21543 -3.37693 0.34536
C 0.31963 -3.64083 1.86167
C 1.57027 -3.10035 2.55851
C 1.99174 -3.91551 3.78020
C 3.09326 -3.22517 4.59432
Al 4.90485 -3.31817 3.68917
O 4.75362 -2.54694 2.07226
H 2.95795 0.36868 -0.59839
H 1.45327 0.22428 -1.51387
H 2.93844 0.66370 -2.34684
H 2.40913 -1.69714 -2.80469
H 3.91943 -1.52643 -1.93615
H 2.30112 -3.42209 -1.26587
H 3.09448 -2.52857 0.01268
H 1.03090 -1.38498 0.57048
H 0.34191 -1.72386 -1.00710
H 0.56112 -4.26565 -0.19319
H -0.83880 -3.26413 0.08781
H 0.28541 -4.72330 2.03294
H -0.57581 -3.24159 2.35683
H 2.40028 -3.08723 1.85374
H 1.41645 -2.06286 2.87710
H 2.37020 -4.88075 3.41398
H 1.09157 -4.14713 4.37506
H 3.20575 -3.72160 5.56899
H 2.79530 -2.18974 4.80876
H 6.04219 -2.55715 4.59521
H 5.29508 -4.89499 3.49355
H 4.25193 -1.74499 2.18126
C -5.44367 -3.23649 0.55663
C -4.48588 -3.55289 1.69544
O -3.33292 -2.78651 1.33699
C -3.70599 -1.78471 0.51041
O -3.00986 -0.88542 0.17201
O -5.00128 -1.93793 0.14514
H -6.48639 -3.18031 0.85440
H -5.33230 -3.92522 -0.28159
H -4.85713 -3.19797 2.65874
H -4.20758 -4.59952 1.77121
C -1.75489 2.56785 -3.31140
C -0.83387 2.41433 -2.11256
O 0.35417 3.08581 -2.56020
C 0.02091 3.95781 -3.52695
O 0.74309 4.77950 -3.99489
O -1.26420 3.77855 -3.90736
H -2.80137 2.69500 -3.05227
H -1.64469 1.75549 -4.03006
H -1.21495 2.93365 -1.23279
H -0.60067 1.38454 -1.85864
C 0.55498 2.51965 1.11831
C 0.72878 3.40712 2.34161
O 1.15488 2.46899 3.33386
C 1.67892 1.38420 2.71662
O 2.23596 0.49512 3.26741
O 1.47833 1.46098 1.38056
H 0.80995 3.02557 0.18971
H -0.44852 2.09894 1.05806
H 1.51465 4.15205 2.20173
H -0.19207 3.88624 2.66038
C -1.80860 -0.09218 3.93928
C -3.31016 -0.16896 3.70384
O -3.65641 1.20320 3.47605
C -2.55242 1.84737 3.03693
O -2.54807 2.95172 2.58827
O -1.46075 1.08116 3.19138
H -1.24506 -0.93686 3.55182
H -1.55476 0.07490 4.98603
H -3.55157 -0.73410 2.80590
H -3.86200 -0.55748 4.55517
C 0.32480 6.20171 -7.44572
C -0.94697 5.56139 -6.91810
O -1.43509 4.86533 -8.07533
C -0.40075 4.63656 -8.91434
O -0.45155 3.94890 -9.88106
O 0.69875 5.30409 -8.49866
H 1.12133 6.25479 -6.70987
H 0.14856 7.18679 -7.88156
H -0.74132 4.84370 -6.12691
H -1.69721 6.27045 -6.58073

Table of Löwdin atomic charges, one value per atom, all in e: -0.1134, -0.2553, -0.2035, -0.2136, -0.1957, -0.2024, -0.2373, -0.3226, -0.3100, 0.1047, -0.3255, 0.0728, 0.0404, 0.0685, 0.0979, 0.1028, 0.1057, 0.0910, 0.1045, 0.0991, 0.1013, 0.0771, 0.1018, 0.0831, 0.0802, 0.0959, 0.0907, 0.0885, 0.0268, 0.0327, -0.1211, -0.1053, -0.0320, -0.1080, -0.1049, 0.0348, -0.5931, 0.1664, 0.0590, 0.1303, 0.1329, 0.1287, 0.1356, -0.0939, -0.1090, 0.0625, -0.5783, 0.1557, 0.0414, 0.1331, 0.1356, 0.1260, 0.1274, -0.1180, -0.1074, 0.0508, -0.5733, 0.1751, 0.0506, 0.1222, 0.1108, 0.1306, 0.1170, -0.0660, -0.0948, 0.0685, -0.5692, 0.1498, 0.0556, 0.1345, 0.1398, 0.1023, 0.1334, -0.1061, -0.1040, 0.0568, -0.5810, 0.1580, 0.0587, 0.1294, 0.1286, 0.1034, 0.1339


Question: Which of these has the lowest calculated total energy?
Answer: C24H41N5O19S4


Question: The highest charge belongs to which entry?
Answer: C24H41N2O3PtS3


Question: largest force on an atom of number 1 (C24H41N2O3PtS3)?
Answer: 1.0 eV Å⁻¹